1.
Molecular formula: C18H40F6N5NaO12S6
Method: DFT, the ωB97M-V functional and the def2-TZVPD basis

Last column: Mulliken charge in e.
Element x y z (Å)
Na1 0.76584 -0.05954 -0.84841  1.55
C1 -1.84531 -0.45583 6.50318  -1.33
C2 -0.68804 -0.49816 5.48426  -0.01
C3 -0.07913 0.85102 5.13650  -0.66
N1 1.00995 0.82810 3.94555  0.50
C4 1.91222 -0.38256 4.12751  -0.79
C5 2.96899 -0.17924 5.21890  -1.00
C6 3.77392 1.09736 5.10662  -0.65
C7 2.86247 2.40264 4.92153  -1.17
C8 1.65023 2.17954 3.94263  0.21
C9 0.19897 0.67337 2.59343  0.24
H1 -1.97215 0.52075 6.97041  0.35
H2 -1.80756 -1.25735 7.24090  0.35
H3 -2.65452 -0.74334 5.83190  0.36
H4 -1.03864 -1.01744 4.59234  0.03
H5 0.02087 -1.20148 5.92117  0.26
H6 0.41914 1.18091 6.04809  0.49
H7 -0.87952 1.53673 4.85854  0.45
H8 1.23122 -1.22968 4.20958  0.63
H9 2.23145 -0.59442 3.10706  0.46
H10 2.59244 -0.25024 6.23932  0.33
H11 3.63245 -1.04365 5.24569  0.43
H12 4.24809 1.25256 6.07573  0.38
H13 4.49478 1.11052 4.28913  0.30
H14 2.51537 2.73627 5.89944  0.51
H15 3.45962 3.27403 4.65282  0.46
H16 1.00537 3.04452 3.78751  0.43
H17 2.07953 2.02574 2.95261  -0.46
H18 -0.18588 -0.34619 2.57109  0.15
H19 0.79830 1.03814 1.75926  -0.60
H20 -0.70409 1.27384 2.70307  0.32
C10 -2.35847 2.20005 -1.77464  -1.23
C11 -2.18488 1.66904 -3.21870  -0.69
C12 -1.54077 0.30503 -3.37449  0.68
N2 -1.92549 -0.44348 -4.69058  0.05
C13 -3.48982 -0.80391 -4.61101  -0.65
C14 -3.72849 -1.90628 -3.54343  -0.41
C15 -2.82069 -3.09008 -3.74126  -1.05
C16 -1.35607 -2.78595 -3.84071  0.27
C17 -1.10413 -1.74774 -4.87260  -0.86
C18 -1.82612 0.40049 -5.97816  -0.96
H21 -1.46358 2.03311 -1.17513  0.04
H22 -3.22669 1.71303 -1.33069  0.38
H23 -2.68320 3.23431 -1.66080  0.46
H24 -1.51334 2.35002 -3.74157  0.42
H25 -3.11186 1.79412 -3.77831  0.37
H26 -1.87121 -0.41804 -2.62879  -0.21
H27 -0.46453 0.46452 -3.30842  -0.19
H28 -4.07287 0.10009 -4.43510  0.47
H29 -3.88612 -1.30744 -5.49277  0.47
H30 -3.74306 -1.67652 -2.47802  0.15
H31 -4.76017 -2.24285 -3.64569  0.46
H32 -3.03116 -3.83631 -2.97514  0.45
H33 -3.04461 -3.59175 -4.68269  0.35
H34 -1.01366 -2.60049 -2.82264  -0.38
H35 -0.84827 -3.73859 -3.99137  0.64
H36 -0.06540 -1.42164 -4.81957  0.45
H37 -1.21101 -2.17888 -5.86799  0.36
H38 -0.76426 0.61676 -6.09563  0.33
H39 -2.49997 1.25610 -6.02228  0.35
H40 -2.18203 -0.27394 -6.75698  0.48
N3 1.70227 2.04189 -0.04960  0.02
S1 3.46525 2.03955 -0.10235  0.92
O1 4.06835 2.02233 1.24688  -0.46
O2 4.29382 2.67223 -1.13363  -0.41
F1 3.55496 0.50044 -0.57147  -0.20
S2 1.76312 3.56657 0.04186  0.82
O3 2.00646 4.28366 -1.23948  -0.35
O4 2.12306 4.10226 1.37419  -0.39
F2 0.14456 3.73971 0.13901  -0.28
N4 -0.54859 -1.52820 0.56239  0.08
S3 -0.04266 -2.77056 1.02258  0.84
O5 -0.43961 -3.96998 0.24816  -0.61
O6 0.11564 -2.95334 2.45694  -0.62
F3 1.45954 -2.32682 0.65497  -0.28
S4 -2.18768 -1.70338 0.94646  0.87
O7 -2.50053 -1.86738 2.32937  -0.56
O8 -3.07847 -2.25537 -0.05861  -0.50
F4 -2.53389 -0.10410 0.86740  -0.31
N5 1.76135 -0.71661 -2.97747  0.04
S5 2.48238 -1.99479 -3.38984  0.75
O9 3.68694 -2.42830 -2.73152  -0.60
O10 2.40453 -2.40659 -4.77616  -0.60
F5 1.50301 -3.04628 -2.66459  -0.26
S6 2.50976 0.45094 -3.89101  0.84
O11 1.69176 0.83092 -5.03940  -0.61
O12 3.91846 0.34753 -4.17819  -0.55
F6 2.45190 1.63378 -2.81912  -0.15

Forces on the atoms, in the same order (eV/Å):
Na 0.1 -0.8 -0.2
C -0.3 -0.1 -1.3
C 0.6 -1.0 0.1
C 0.5 -1.0 -0.1
N -3.9 0.2 1.6
C -0.3 0.5 -0.7
C -0.1 -0.6 -0.2
C -1.0 2.0 -0.2
C -0.8 -1.3 0.6
C 3.1 -0.6 -1.6
C -0.2 0.1 2.5
H -0.2 -0.1 0.0
H 0.4 0.3 0.1
H -0.8 0.6 0.7
H -0.1 0.1 -0.2
H 0.6 0.4 -0.2
H 0.3 0.5 -0.3
H 0.3 0.2 -0.2
H 0.1 0.1 0.8
H 1.2 0.4 0.0
H -0.8 0.3 -0.1
H 0.1 -0.1 -0.6
H 0.5 -0.1 -0.3
H 0.1 -0.3 0.1
H -0.4 -0.4 0.2
H 0.0 -0.2 -0.8
H -0.6 -0.5 0.7
H 0.9 1.0 -0.1
H 0.7 0.0 -0.3
H 0.0 -0.5 0.3
H 0.2 0.4 -0.1
C -0.8 -0.9 -0.3
C 0.2 1.5 -0.5
C -0.9 -0.9 -0.4
N -2.3 0.2 -0.8
C 0.8 -1.1 1.9
C -0.5 0.2 0.3
C -0.5 -1.1 -0.7
C -0.6 -0.7 1.9
C 1.4 1.0 0.2
C 0.5 -1.3 0.6
H -0.1 0.0 0.2
H 0.3 -0.6 0.3
H 0.6 0.3 -0.7
H 0.1 0.2 -0.1
H -0.2 -0.3 0.3
H 0.1 0.2 0.3
H 0.0 -0.6 -0.5
H 0.4 0.0 0.0
H 0.9 0.5 -0.7
H 0.5 0.9 0.0
H -0.1 0.0 -0.5
H 0.2 0.1 0.1
H -0.5 -0.1 -0.3
H 0.4 0.9 0.0
H 0.3 0.3 -0.8
H 0.1 0.1 -0.1
H -0.6 0.5 -0.1
H -0.2 0.4 -0.2
H 0.3 0.1 0.7
H 0.3 0.0 -0.1
N 3.6 -0.9 -0.6
S 8.7 -5.0 0.1
O -2.8 0.2 -2.6
O -3.3 -0.3 2.1
F -1.0 1.2 0.7
S -6.9 9.0 0.8
O 0.4 -2.1 3.2
O 0.4 -1.4 -3.5
F 1.3 -0.3 -0.1
N -7.4 7.7 -2.5
S 6.5 -12.2 3.4
O 0.9 3.0 1.6
O -0.6 0.4 -1.2
F 0.7 -0.5 -0.7
S -4.1 3.1 -0.8
O 1.0 -1.0 -0.4
O 2.3 0.4 1.1
F 0.8 -0.4 -0.8
N 0.2 4.0 -0.2
S 2.8 -8.8 -0.7
O -0.3 2.1 -0.1
O -0.6 1.8 0.8
F -1.0 0.9 -0.1
S 0.7 1.2 -3.2
O 0.3 -0.3 2.4
O -1.7 -0.6 1.1
F -0.9 -0.1 0.0

Its expectation value of S² is 0.763. As for the spin multiplicity: 2. The total charge is +1. The calculation puts the electronic energy at -5036.55930 Ha. The calculation puts the lowest unoccupied orbital energy (alpha / beta) at -5.6835 / -9.6023 eV. The value obtained for the max |F| is 14.20 eV Å⁻¹. For the HOMO energy (alpha / beta), the calculation gives -12.3 / -12.3 eV.


2.
Molecular formula: C23H35INO3P2Pd
Method: DFT, the ωB97M-V functional and the def2-TZVPD basis

Last column: natural (NBO) charge in e.
Element x y z (Å)
C1 0.35389 -0.01806 -3.52107  -0.70
I1 -1.99687 -0.29638 -3.23235  0.41
H1 1.13805 0.05198 -2.73835  0.23
H2 0.37014 0.89196 -4.11636  0.26
H3 0.56812 -0.89049 -4.13952  0.26
Pd1 -0.42348 -0.05078 -1.23006  0.38
P1 0.18255 2.05583 -0.56099  1.17
C2 -1.28777 3.11094 -0.54325  -0.97
C3 1.03665 2.33351 1.01438  -0.96
H4 1.74436 3.16534 0.87428  0.28
H5 1.34239 3.85753 -1.59156  0.29
H6 1.58032 1.43134 1.33235  0.28
H7 2.30230 2.34413 -1.64749  0.27
H8 -1.95834 2.77816 0.26010  0.28
H9 0.28853 2.60016 1.77514  0.27
C4 1.30534 2.77989 -1.78785  -0.96
H10 -0.93852 4.13446 -0.35967  0.29
H11 0.94962 2.58020 -2.80534  0.25
H12 -1.80732 3.05190 -1.50819  0.27
P2 0.13734 -2.17307 -0.52780  1.16
C5 -1.32611 -3.22884 -0.38064  -0.96
C6 1.13383 -2.96181 -1.81164  -0.97
H13 1.80190 -1.65143 1.14308  0.27
H14 1.56083 -3.41996 0.93768  0.28
H15 0.36263 -2.42905 1.84258  0.28
C7 1.06203 -2.44616 1.00335  -0.96
H16 2.14299 -2.52707 -1.80583  0.27
H17 1.19514 -4.03213 -1.56979  0.29
H18 -0.96979 -4.24944 -0.18563  0.28
H19 -1.91136 -3.19899 -1.30761  0.27
H20 0.67398 -2.81968 -2.79908  0.26
H21 -1.94813 -2.88465 0.45462  0.27
C8 -2.04302 -0.05456 0.12519  0.51
O1 -3.13308 -0.45868 0.11198  -0.44
C9 3.74728 1.86320 4.10899  -0.65
C10 3.09824 0.50277 4.27032  -0.04
C11 3.82033 -0.63630 3.93160  -0.09
C12 3.26852 -1.91911 4.06279  -0.20
C13 1.96646 -2.03782 4.50755  -0.19
C14 1.20278 -0.89846 4.79825  0.22
N1 -0.11969 -1.13484 5.14760  -0.40
C15 -1.25184 -0.29565 5.24951  0.12
C16 -1.87633 -0.24173 6.51294  -0.20
C17 -2.93590 0.62538 6.73446  -0.15
C18 -3.44134 1.41462 5.69021  -0.17
C19 -2.86527 1.31579 4.41389  -0.16
C20 -1.80110 0.44064 4.16816  -0.12
C21 -1.24193 0.32392 2.77005  0.75
O2 -1.96720 0.90381 1.86373  -0.52
O3 -0.16562 -0.25831 2.55168  -0.68
C22 1.78710 0.38962 4.76925  0.13
C23 1.03076 1.58051 5.25432  -0.68
H22 3.17720 2.52375 3.43677  0.22
H23 3.86139 2.38161 5.07369  0.26
H24 4.75396 1.75950 3.67921  0.24
H25 4.84326 -0.52350 3.56148  0.24
H26 3.83906 -2.80768 3.81452  0.25
H27 1.49098 -3.02183 4.59956  0.23
H28 -0.29278 -2.08062 5.48517  0.43
H29 -1.47297 -0.87650 7.31080  0.25
H30 -3.37055 0.67513 7.73468  0.26
H31 -4.27809 2.08472 5.86932  0.26
H32 -3.24860 1.92765 3.60535  0.24
H33 0.27027 1.89252 4.52825  0.23
H34 0.52041 1.38902 6.20451  0.25
H35 1.68958 2.43905 5.41121  0.25

Forces on the atoms, in the same order (eV/Å):
C 0.0 -0.1 -1.3
I 1.0 0.1 -0.7
H -0.5 -0.1 0.0
H -0.2 -0.1 0.1
H -0.2 0.1 0.2
Pd -0.4 -0.1 1.2
P 0.8 2.3 0.3
C -0.2 -0.4 0.0
C 0.0 -0.3 0.3
H -0.2 -0.2 0.0
H 0.0 -0.1 -0.2
H -0.2 0.3 0.0
H -0.1 0.2 -0.1
H 0.2 0.2 -0.2
H 0.3 -0.2 -0.2
C 0.0 -0.4 -0.1
H -0.1 -0.1 0.0
H 0.2 0.3 0.2
H 0.1 0.1 0.2
P 0.5 -2.2 0.3
C -0.2 0.3 0.0
C 0.2 0.3 -0.3
H -0.1 -0.2 0.1
H -0.1 0.1 -0.1
H 0.2 0.1 -0.1
C 0.0 0.4 0.1
H -0.2 -0.2 -0.1
H 0.0 0.2 -0.2
H -0.1 0.2 0.0
H 0.1 -0.1 0.2
H 0.2 -0.2 0.3
H 0.1 -0.2 -0.2
C -4.0 -1.0 0.8
O 2.9 0.9 -0.1
C 0.3 0.0 0.0
C -0.6 0.8 0.3
C 0.3 -0.2 -0.2
C -0.8 -0.3 0.3
C 0.8 -1.2 -0.4
C -1.9 0.0 0.7
N 1.5 -0.4 -0.1
C -0.8 0.7 0.2
C 0.5 -0.2 -0.6
C -0.4 0.1 -0.1
C 0.6 -0.4 -0.1
C -0.2 -0.2 0.6
C 0.2 0.2 0.3
C 1.2 -0.4 0.1
O 0.2 -0.1 -0.2
O -1.2 0.4 -0.3
C 0.6 0.6 -0.5
C 0.1 0.6 0.0
H 0.1 -0.2 0.3
H -0.1 -0.2 -0.3
H -0.3 0.0 0.2
H -0.3 -0.1 0.2
H 0.0 0.1 0.1
H 0.3 0.3 0.0
H 0.1 0.1 -0.2
H -0.2 0.4 -0.2
H 0.1 0.0 -0.4
H 0.2 -0.1 -0.1
H 0.0 -0.2 0.1
H 0.1 0.0 0.2
H 0.0 0.0 -0.2
H -0.1 -0.3 0.0

Its expectation value of S² is 6.062. Its energy relative to the best compared isomer or geometry (same formula, charge and spin) is 0.0 kJ/mol. As for the spin multiplicity: 5. The total charge is +3. The calculation puts the electronic energy at -2285.06456 Ha. The calculation puts the lowest unoccupied orbital energy (alpha / beta) at -9.7886 / -13.1184 eV. The value obtained for the max |F| is 4.17 eV Å⁻¹. For the HOMO energy (alpha / beta), the calculation gives -16.5 / -16.8 eV.


3.
Molecular formula: C5H7NO
Method: DFT, the ωB97M-V functional and the def2-TZVPD basis

Last column: natural (NBO) charge in e.
Element x y z (Å)
C1 -0.05434 1.98817 -0.57378  -0.65
C2 -0.10790 0.56056 -0.15601  0.05
C3 -0.64913 -0.05258 0.89452  -0.30
C4 -0.38880 -1.50518 0.78084  0.53
N1 -0.87083 -2.41811 1.51052  -0.69
O1 0.43170 -1.69257 -0.30465  -0.49
C5 0.83569 -0.41366 -0.78121  -0.10
H1 0.85542 2.22492 -1.14852  0.22
H2 -0.91318 2.13071 -1.23283  0.24
H3 -0.11825 2.66213 0.28502  0.23
H4 -1.17143 0.40936 1.72129  0.23
H5 -0.60541 -3.34955 1.18943  0.35
H6 1.77546 -0.08905 -0.32042  0.19
H7 0.98100 -0.45513 -1.86420  0.20

Forces on the atoms, in the same order (eV/Å):
C -0.2 0.0 0.0
C 0.7 0.1 0.3
C -0.2 0.1 -0.2
C -0.3 0.1 0.4
N 0.1 0.1 -0.3
O 0.3 0.0 0.1
C 0.0 -0.2 -0.2
H -0.3 -0.2 0.2
H 0.1 0.4 0.0
H -0.1 0.0 -0.2
H -0.2 -0.2 -0.2
H 0.1 0.2 0.0
H 0.4 -0.4 -0.2
H -0.4 0.1 0.1

The SMILES is [H]/N=C1/C=C(C)CO1. Its energy relative to the best compared isomer or geometry (same formula, charge and spin) is 93.5 kJ/mol. As for the spin multiplicity: 1. The calculation puts the electronic energy at -324.68884 Ha. The calculation puts the lowest unoccupied orbital energy at 0.7311 eV. The value obtained for the max |F| is 0.80 eV Å⁻¹. For the HOMO energy, the calculation gives -9.2 eV.


4.
Molecular formula: C4H8N2O
Method: DFT, the ωB97M-V functional and the def2-TZVPD basis

Last column: natural (NBO) charge in e.
Element x y z (Å)
C1 0.73174 1.17347 -0.62205  -0.63
C2 0.50742 -0.10113 0.18730  0.15
O1 0.36477 0.18652 1.57149  -0.70
C3 -0.76748 -0.84791 -0.25083  -0.22
N1 -1.91210 -0.02809 0.10964  -0.84
C4 1.67835 -1.00087 0.01364  0.26
N2 2.59554 -1.68971 -0.13422  -0.31
H1 1.60286 1.71364 -0.23475  0.22
H2 -0.16781 1.78946 -0.54730  0.24
H3 0.92175 0.94905 -1.67570  0.23
H4 0.62149 1.10892 1.72090  0.48
H5 -0.75734 -1.84896 0.21096  0.19
H6 -0.74262 -0.98001 -1.33952  0.20
H7 -1.90136 0.08395 1.11997  0.37
H8 -2.77522 -0.50833 -0.12954  0.37

Forces on the atoms, in the same order (eV/Å):
C 0.0 0.1 0.0
C 0.0 -0.1 -0.2
O 0.1 0.3 0.1
C 0.2 -0.1 -0.1
N -0.2 -0.2 0.2
C 0.8 -0.6 -0.1
N -0.9 0.7 0.1
H -0.1 0.0 0.0
H 0.1 0.0 0.0
H -0.1 0.0 0.2
H 0.0 -0.4 0.0
H 0.0 0.2 0.0
H 0.1 0.0 0.2
H -0.1 0.0 -0.1
H 0.2 0.1 0.0

The SMILES is C[C@](O)(C#N)CN. Its energy relative to the best compared isomer or geometry (same formula, charge and spin) is 140.7 kJ/mol. As for the spin multiplicity: 1. The calculation puts the electronic energy at -341.95007 Ha. The calculation puts the lowest unoccupied orbital energy at 0.7197 eV. The value obtained for the max |F| is 1.12 eV Å⁻¹. For the HOMO energy, the calculation gives -9.9 eV.